[1]
# C24H61N4O12S4

A 5-piece molecular cluster, C24H61N4O12S4 overall (ωB97M-V/def2-TZVPD, the Open Molecules 2025 dataset).

Computed properties:
LUMO energy   -3.645 eV
Charge   +1

Positions of all 105 atoms, in Å:
C -1.28704 0.40109 0.60146
C -0.24912 -0.35331 1.46263
C 1.01165 -0.81844 0.72027
C 0.74585 -1.56841 -0.59307
C 1.42751 -0.99066 -1.83223
C 2.91139 -0.61629 -1.61897
C 3.15125 0.88576 -1.35177
C 4.18322 1.56004 -2.27280
C 5.52432 1.80175 -1.60569
N 5.37089 2.68123 -0.41629
C 6.54699 3.25483 0.03415
N 7.72933 2.55718 0.24356
N 6.58163 4.52745 0.26005
C 5.47711 5.48177 0.13120
C 5.55906 6.58202 1.21452
N 5.75912 7.93011 0.70491
H -2.25802 -0.06216 0.75891
H -1.34339 1.44536 0.90496
H -1.04827 0.37984 -0.45952
H -0.72861 -1.19494 1.95806
H 0.08650 0.32632 2.24873
H 1.66390 0.04523 0.58719
H 1.54136 -1.49567 1.39390
H 1.06473 -2.60821 -0.49502
H -0.32438 -1.62089 -0.78607
H 1.38161 -1.71023 -2.65086
H 0.88854 -0.10871 -2.18979
H 3.47765 -0.92441 -2.49791
H 3.28085 -1.20491 -0.77834
H 2.19981 1.41290 -1.36051
H 3.50676 0.97067 -0.31908
H 4.37049 0.91301 -3.13000
H 3.80022 2.50714 -2.65076
H 6.19813 2.31214 -2.29470
H 5.97389 0.84307 -1.32363
H 4.86404 2.22678 0.33454
H 7.75045 1.68734 -0.27285
H 7.92486 2.38036 1.22250
H 7.47319 4.91672 0.54139
H 5.55264 5.93109 -0.85903
H 4.52897 4.95916 0.17073
H 4.65056 6.56516 1.80862
H 6.39778 6.33808 1.87307
H 6.12379 7.95556 -0.23597
H 4.91332 8.47882 0.71787
O -2.30726 -3.04458 -0.37632
S -2.65044 -4.20132 0.39944
O -1.88584 -5.40141 0.25168
O -4.18681 -4.52346 0.17319
C -4.65057 -4.62838 -1.19426
C -4.29485 -5.95786 -1.82765
C -2.74231 -3.76581 2.09775
H -4.25921 -3.78905 -1.77077
H -5.72995 -4.50999 -1.12678
H -3.22041 -6.05645 -1.97563
H -4.78230 -6.04558 -2.79855
H -4.62008 -6.78220 -1.19373
H -3.35918 -2.87581 2.20460
H -1.72552 -3.56634 2.42969
H -3.16380 -4.59878 2.65375
O -4.58569 -0.97438 3.19036
S -5.50144 -0.29745 4.06161
O -6.20708 -1.04044 5.05640
O -6.53188 0.51917 3.17272
C -7.20807 -0.19122 2.10873
C -8.35169 -1.04349 2.61820
C -4.70428 1.07940 4.81042
H -6.47964 -0.78271 1.55244
H -7.57478 0.59073 1.44733
H -7.99048 -1.87850 3.21676
H -8.91527 -1.44307 1.77504
H -9.02153 -0.45192 3.24144
H -4.20880 1.66128 4.03813
H -3.97857 0.67995 5.51517
H -5.45203 1.67033 5.33189
O -0.51606 5.52872 4.35199
S -1.19349 5.82851 3.12846
O -1.89643 4.79862 2.42982
O -0.14825 6.50466 2.12384
C 1.08859 5.81272 1.89595
C 0.91975 4.64646 0.94058
C -2.23785 7.22666 3.33403
H 1.51142 5.49295 2.85100
H 1.75610 6.56452 1.47501
H 0.32284 3.85248 1.38675
H 1.89320 4.22734 0.67309
H 0.41256 4.97033 0.03225
H -1.67119 8.01980 3.81292
H -3.06455 6.91133 3.96649
H -2.60359 7.53505 2.35858
O -0.48012 -6.35218 -6.71508
S -0.42544 -7.31004 -5.65285
O -1.59733 -7.58234 -4.88106
O 0.76839 -6.91330 -4.67652
C 0.79600 -5.55154 -4.19693
C -0.18879 -5.31988 -3.07044
C 0.25305 -8.82242 -6.23934
H 0.61991 -4.87396 -5.03395
H 1.81797 -5.39836 -3.85426
H -1.21613 -5.39866 -3.42365
H -0.05089 -4.32400 -2.64648
H -0.05462 -6.05834 -2.28058
H 1.16894 -8.60814 -6.78216
H -0.48879 -9.26567 -6.89958
H 0.44000 -9.47269 -5.38930


[2]
# C24H61N4O9

A 5-piece molecular cluster, C24H61N4O9 overall in a non-equilibrium geometry (ωB97M-V/def2-TZVPD, the Open Molecules 2025 dataset).

Computed properties:
Energy relative to the best compared isomer or geometry (same formula, charge and spin)   285.0 kcal per mole
LUMO energy   2.437 eV
Charge   -1

Positions of all 98 atoms, in Å:
O 0.49522 -0.00432 0.73189
H 0.12414 -0.77945 0.79544
C -0.73070 5.69613 2.34345
O -0.22845 4.71824 3.05574
C -0.60629 3.41870 2.66956
C 0.39110 2.58110 3.39770
N 0.06974 1.05412 3.23369
C 0.87229 0.13893 4.08478
C 0.30928 -1.24660 3.94975
O 0.84734 -2.32537 4.86431
C 2.16670 -2.62698 4.70908
H -1.82972 5.56610 2.46695
H -0.14868 5.89388 1.54996
H -0.31801 6.61283 2.80435
H -0.42870 3.32583 1.59702
H -1.71133 3.22023 2.85741
H 0.53542 2.79905 4.48579
H 1.47033 2.95824 3.24600
H 0.15325 0.71007 2.27563
H 1.14372 0.39839 5.04391
H 1.98240 -0.02300 3.82626
H 0.46500 -1.64554 3.01679
H -0.75148 -1.09775 4.36303
H 2.80044 -1.78093 4.88097
H 2.57641 -3.06066 3.78385
H 2.56326 -3.29233 5.18908
C -2.58114 0.08669 1.58038
O -3.64191 -0.15611 0.64376
C -3.14987 -0.34386 -0.66988
C -4.33243 -1.08446 -1.46823
N -3.83377 -1.16477 -2.86692
C -4.98860 -1.26319 -3.74494
C -5.85774 -2.54328 -3.55145
O -6.54097 -2.75788 -4.75367
C -7.51877 -3.83908 -4.53357
H -2.10169 0.67110 0.89020
H -2.30744 -0.94260 1.87543
H -2.84116 0.21778 2.62577
H -2.46766 -1.17316 -0.58307
H -2.59996 0.44869 -1.21616
H -5.14670 -0.50106 -1.41103
H -4.47273 -1.98388 -1.18939
H -3.17082 -2.06624 -2.99038
H -4.73205 -1.27789 -4.71969
H -5.70814 -0.29979 -3.67472
H -6.52341 -2.32385 -2.64333
H -5.02005 -3.40175 -3.36175
H -8.02822 -4.07524 -5.31091
H -8.15118 -3.74632 -3.64905
H -6.86327 -4.70429 -4.55115
C 0.64132 5.25770 -2.05429
O 0.03823 4.10071 -2.47506
C 0.80018 2.88551 -1.98514
C 0.08131 1.69352 -2.44010
N 0.80319 0.42200 -2.02323
C 0.42083 -0.79597 -2.67856
C 1.52549 -1.83644 -2.45878
O 1.28533 -2.95952 -3.33148
C 2.22774 -4.04641 -3.08576
H 1.84840 5.52179 -2.27039
H 0.25337 5.43663 -1.12075
H 0.03011 6.10656 -2.52208
H 0.67058 2.99810 -0.99542
H 1.82617 2.94211 -2.22612
H -0.17028 1.71474 -3.48901
H -0.84172 1.78503 -2.03331
H 0.78886 0.33505 -0.96049
H 0.07509 -0.51446 -3.88104
H -0.30240 -1.20499 -2.00300
H 1.47291 -1.94828 -1.37646
H 2.60489 -1.51462 -2.69364
H 2.02592 -4.48142 -4.15840
H 1.88127 -4.50748 -2.07549
H 3.38663 -4.04373 -3.13559
C 2.89412 -4.99345 0.83439
O 3.30347 -3.82396 1.55229
C 2.99555 -2.70204 0.89297
C 3.48200 -1.47967 1.56416
N 3.39520 -0.32091 0.65015
C 3.98857 0.92150 1.22884
C 3.34533 2.13958 0.50819
O 3.77368 3.32776 1.06773
C 2.95927 4.48186 0.83182
H 1.88871 -5.06316 0.47323
H 2.99365 -5.85067 1.42866
H 3.46433 -5.26857 -0.07397
H 1.94054 -2.57314 0.70476
H 3.45923 -2.59718 -0.12431
H 4.54819 -1.82937 1.93826
H 2.77987 -1.28571 2.49256
H 2.33750 -0.04229 0.78055
H 4.98609 0.89756 0.94809
H 3.90459 1.14484 2.38225
H 2.34215 2.21320 0.37940
H 3.74916 2.08803 -0.56025
H 3.19914 4.34159 -0.28403
H 3.30305 5.63518 1.07264
H 1.96023 4.30841 0.83663


The highest LUMO energy belongs to which entry?
C24H61N4O9